Formula: C48H41AsCl3IrN2O4S3Sb
Source: the OMol25 dataset
Level of theory: the ωB97M-V functional and the def2-TZVPD basis

Structure (XYZ):
```
104
Properties=species:S:1:pos:R:3:forces:R:3
Ir 0.403 -0.256 0.129 0.532 -0.276 -0.948
S -1.441 -1.407 0.820 -0.136 -0.140 0.112
C -1.082 -1.994 2.448 -0.021 0.025 -0.016
C -1.873 -3.004 2.995 0.010 -0.007 0.025
C -1.611 -3.471 4.272 -0.001 -0.001 -0.010
C -0.559 -2.953 5.022 0.006 0.005 0.005
C 0.223 -1.941 4.493 -0.018 0.000 0.011
C -0.051 -1.461 3.217 0.020 -0.026 0.005
As 0.867 -0.001 2.408 -0.175 0.408 0.069
C 2.649 0.069 3.128 -0.023 0.030 -0.015
C 2.840 0.681 4.365 0.020 -0.044 0.022
C 4.101 0.690 4.943 -0.016 0.006 0.006
C 5.170 0.094 4.289 -0.001 -0.005 -0.010
C 4.979 -0.512 3.055 0.003 0.002 -0.003
C 3.721 -0.528 2.472 0.018 0.054 -0.049
C 0.001 1.595 3.046 -0.014 -0.031 0.066
C 0.645 2.826 2.959 -0.006 -0.017 -0.010
C -0.023 3.977 3.347 -0.007 0.022 -0.013
C -1.334 3.902 3.800 0.008 0.016 -0.016
C -1.982 2.677 3.866 -0.012 -0.010 -0.015
C -1.314 1.519 3.493 -0.023 0.012 -0.022
H -2.687 -3.421 2.416 -0.003 0.004 -0.002
H -2.228 -4.257 4.686 -0.002 0.000 -0.001
H -0.357 -3.335 6.014 0.001 -0.001 -0.001
H 1.041 -1.523 5.068 0.001 -0.006 -0.001
H 2.011 1.151 4.879 -0.020 0.013 -0.008
H 4.246 1.163 5.905 0.005 0.000 -0.001
H 6.153 0.103 4.741 -0.001 0.000 0.002
H 5.812 -0.977 2.544 0.003 0.002 0.004
H 3.587 -1.000 1.507 -0.026 -0.002 -0.005
H 1.667 2.889 2.602 0.010 -0.005 0.010
H 0.479 4.935 3.294 0.001 0.001 0.004
H -1.856 4.804 4.093 -0.005 0.002 0.001
H -3.012 2.620 4.190 -0.001 -0.001 0.012
H -1.827 0.565 3.538 0.005 -0.003 0.007
Cl 3.787 4.121 -1.073 0.017 -0.002 0.015
C 3.771 2.508 -1.787 -0.108 0.018 -0.036
Cl 3.322 2.583 -3.490 0.006 -0.030 -0.065
Cl 5.332 1.711 -1.576 0.006 -0.019 -0.008
C 2.754 1.712 -1.089 0.199 0.206 0.370
N 2.001 1.124 -0.464 -0.505 -0.936 -0.567
C -2.214 7.548 -0.575 -0.004 0.007 -0.002
C -2.882 6.209 -0.423 -0.009 0.000 -0.006
C -2.273 5.197 0.319 0.006 -0.016 0.027
C -2.866 3.956 0.457 0.012 0.006 0.007
C -4.089 3.717 -0.159 0.026 -0.050 -0.061
C -4.712 4.704 -0.904 -0.009 0.011 0.001
C -4.107 5.947 -1.026 0.002 -0.004 0.010
S -4.821 2.111 -0.039 -0.020 -0.067 -0.018
O -4.755 1.680 1.327 0.017 0.007 -0.010
O -6.058 2.153 -0.758 0.007 0.003 -0.036
N -3.800 1.104 -0.851 0.092 0.090 0.060
C -3.389 1.476 -2.208 -0.114 -0.009 0.041
C -2.393 0.461 -2.749 0.044 -0.023 -0.098
C -1.210 0.269 -1.844 0.075 0.240 0.143
O -0.516 -0.793 -1.889 0.319 0.473 0.340
O -0.930 1.148 -0.971 -0.292 -0.068 0.220
H -1.806 7.894 0.375 0.002 -0.002 0.001
H -2.912 8.300 -0.940 -0.003 -0.002 0.001
H -1.387 7.488 -1.286 0.002 -0.002 0.003
H -1.322 5.389 0.803 0.006 -0.007 0.008
H -2.390 3.179 1.044 0.014 -0.001 0.002
H -5.664 4.495 -1.372 -0.001 -0.003 -0.002
H -4.599 6.726 -1.597 0.001 0.000 -0.002
H -3.010 0.909 -0.241 -0.038 -0.004 -0.014
H -2.944 2.475 -2.240 0.012 0.018 0.051
H -4.277 1.478 -2.840 -0.002 0.038 0.005
H -2.019 0.802 -3.719 -0.012 -0.014 -0.009
H -2.853 -0.516 -2.910 0.012 0.007 0.059
S 1.705 -2.163 0.098 0.084 -0.087 0.224
Sb 1.216 -3.150 -1.972 0.047 -0.014 0.084
C -0.625 -4.075 -2.358 0.012 0.055 -0.032
C -0.765 -4.666 -3.611 0.011 -0.003 -0.022
C -1.925 -5.366 -3.908 0.019 0.004 -0.004
C -2.927 -5.482 -2.954 -0.002 0.004 0.012
C -2.769 -4.906 -1.701 -0.016 -0.014 -0.002
C -1.614 -4.200 -1.395 -0.033 0.010 -0.003
C 2.524 -4.793 -1.872 0.012 0.034 0.019
C 2.336 -5.690 -0.822 0.017 0.010 0.019
C 3.146 -6.809 -0.720 0.002 0.000 -0.003
C 4.140 -7.034 -1.663 0.001 -0.002 0.004
C 4.323 -6.145 -2.712 -0.004 -0.004 0.000
C 3.515 -5.021 -2.819 -0.027 -0.029 -0.029
C 1.819 -2.058 -3.654 -0.059 -0.004 0.024
C 0.897 -1.716 -4.638 0.006 0.013 0.016
C 1.338 -1.094 -5.797 0.013 -0.010 -0.009
C 2.689 -0.825 -5.973 -0.026 0.017 -0.004
C 3.603 -1.156 -4.983 0.016 0.093 0.043
C 3.169 -1.762 -3.812 0.023 -0.014 -0.031
H 0.020 -4.594 -4.356 -0.003 0.007 -0.001
H -2.043 -5.823 -4.881 0.001 0.000 0.002
H -3.831 -6.028 -3.187 0.000 0.001 0.001
H -3.549 -5.004 -0.957 0.003 0.003 -0.001
H -1.497 -3.739 -0.425 0.000 0.019 0.026
H 1.560 -5.522 -0.083 0.004 0.005 0.004
H 3.001 -7.506 0.094 -0.001 0.000 0.000
H 4.771 -7.910 -1.583 0.000 0.001 0.000
H 5.092 -6.327 -3.451 0.001 0.001 0.001
H 3.657 -4.341 -3.650 0.001 -0.013 0.002
H -0.156 -1.930 -4.502 0.008 -0.003 0.006
H 0.627 -0.830 -6.569 0.000 0.005 0.002
H 3.030 -0.356 -6.888 0.000 -0.004 0.009
H 4.655 -0.942 -5.120 0.004 0.010 -0.001
H 3.886 -2.017 -3.040 -0.008 0.014 -0.001
```
Positions in Å, forces in eV/Å.

Values from the calculation:
frontier orbital gap	7.3	eV
E_HOMO	-9.9926	eV
electronic energy	-7419.5169	Eh
net charge	+1
multiplicity	1
energy relative to the best compared isomer or geometry (same formula, charge and spin)	0.4361	eV